12
Properties=species:S:1:pos:R:3:mulliken_charge:R:1 method="wB97M-V/def2-TZVPD" lumo_energy_ev=3.716 fmax_ev_per_a=4.88 homo_lumo_gap_ev=7.09 charge=-1 energy_ev=-21865.7205 e_above_lowest_kj_mol=156.8 homo_energy_ev=-3.372
C -1.2823 0.1005 -0.2890 -0.085
C 0.1882 0.4179 -0.0272 -0.967
C 1.0670 1.8981 0.9907 0.601
C -1.1560 -1.2571 -0.4310 -0.907
C 0.2853 -1.2048 -0.0961 0.583
O 0.8919 2.8435 0.3414 -0.504
O 1.6709 1.3820 1.8760 -0.540
Cl 1.2650 -1.7095 -1.4791 -0.314
H -2.1485 0.8634 -0.2780 0.332
H 0.5496 0.6852 -0.9848 0.213
H -1.7737 -2.1966 -0.5098 0.316
H 0.4426 -1.8226 0.8869 0.272

20
Properties=species:S:1:pos:R:3:mulliken_charge:R:1 method="wB97M-V/def2-TZVPD" lumo_energy_ev=-3.300 fmax_ev_per_a=4.13 homo_lumo_gap_ev=9.34 charge=+1 energy_ev=-8367.1091 e_above_lowest_kj_mol=357.1 smiles="C=C(CC[NH3+])NC" homo_energy_ev=-12.635
C 2.2614 -0.1815 -0.6528 -0.944
C 1.0714 -0.0984 -0.0401 0.675
C 0.4042 1.1583 0.4332 -0.922
C -0.8781 1.4251 -0.3650 -0.530
N -1.0749 0.3464 -1.3611 -0.360
N 0.2816 -1.3206 0.3261 -0.406
C -0.7829 -1.3707 1.3727 -1.051
H 2.5610 -1.1294 -1.1286 0.304
H 2.9900 0.7767 -0.6844 0.238
H 0.1176 0.9825 1.4924 0.310
H 1.0625 2.0115 0.5487 0.426
H -1.7199 1.5233 0.2910 0.352
H -1.0675 2.3841 -0.8923 0.379
H -0.3416 0.5964 -2.0805 0.411
H -1.9589 0.0932 -1.6770 0.323
H -0.8781 -0.7859 -1.0936 0.390
H 0.9317 -2.0982 0.5335 0.304
H -0.3204 -1.6243 2.3657 0.334
H -1.2102 -0.4594 1.5585 0.474
H -1.4488 -2.2292 1.0537 0.295

78
Properties=species:S:1:pos:R:3:lowdin_spin:R:1 method="wB97M-V/def2-TZVPD" lumo_energy_ev="-0.618 / -0.619" fmax_ev_per_a=1.77 homo_lumo_gap_ev="5.74 / 6.32" multiplicity=5 energy_ev=-98175.4040 e_above_lowest_kj_mol=50.2 homo_energy_ev="-6.356 / -6.940"
Cr 0.9935 0.0437 -0.2276 3.679
C -1.1370 2.7045 2.4235 0.007
C -0.3488 2.2395 1.2282 0.056
N 0.1494 1.0309 1.2042 -0.006
N -0.2049 0.2149 2.2701 0.021
C 0.5649 -0.8034 2.4616 0.008
S 1.9948 -1.1849 1.5584 0.015
S 0.0220 -1.8931 3.7564 0.003
C 1.5445 -1.8717 4.7877 -0.001
C 1.6548 -0.5766 5.5347 0.000
C 1.1827 -0.4739 6.8402 0.000
C 1.2502 0.7292 7.5253 0.000
C 1.7797 1.8519 6.9055 0.000
C 2.2421 1.7619 5.6004 0.000
C 2.1841 0.5554 4.9195 0.000
C -0.1351 3.1381 0.1143 0.008
C -0.3606 4.5155 0.2862 0.008
C -0.1733 5.4283 -0.7259 0.004
C 0.2488 4.9805 -1.9786 0.010
C 0.4684 3.6396 -2.1936 0.001
C 0.2936 2.6771 -1.1740 0.017
O 0.4895 1.4262 -1.4648 0.043
H -1.5018 1.8376 2.9653 0.000
H -1.9666 3.3470 2.1299 0.001
H -0.4883 3.2630 3.1022 0.003
H 2.3803 -2.0415 4.1110 -0.001
H 1.4350 -2.7177 5.4635 0.000
H 0.7545 -1.3482 7.3177 0.000
H 0.8932 0.7911 8.5457 0.000
H 1.8385 2.7923 7.4389 0.000
H 2.6575 2.6337 5.1098 0.000
H 2.5505 0.4915 3.9012 0.000
H -0.6639 4.8793 1.2602 0.000
H -0.3388 6.4829 -0.5502 0.000
H 0.4174 5.6873 -2.7818 0.000
H 0.8086 3.2817 -3.1579 0.000
N -3.7423 -1.5028 -2.2535 0.000
C -3.4983 -0.0768 -2.6602 0.000
C -2.2141 0.3842 -1.9679 0.002
N -2.2639 0.2242 -0.5310 0.012
C -2.6474 -1.1078 -0.1260 0.002
C -3.9499 -1.5863 -0.7685 0.000
H -2.9021 -2.0523 -2.4799 0.000
H -4.5285 -1.9009 -2.7605 0.000
H -4.3559 0.5092 -2.3301 0.000
H -3.4166 -0.0136 -3.7445 0.000
H -2.0090 1.4229 -2.2195 0.000
H -1.3683 -0.2052 -2.3448 0.001
H -2.7839 0.9507 -0.0560 0.000
H -2.7141 -1.1652 0.9604 0.000
H -1.8593 -1.7977 -0.4352 0.001
H -4.7953 -0.9484 -0.5110 0.000
H -4.1758 -2.6150 -0.4902 0.000
C 3.2598 -2.0405 -3.7206 0.002
Si 2.1716 -0.6358 -3.0461 0.011
C 3.3284 0.6815 -2.3327 0.015
C 1.2146 0.1163 -4.5107 0.002
N 1.1294 -1.2173 -1.7997 0.022
C 0.4033 -2.3737 -1.8944 0.009
C -0.0862 -3.0454 -0.7436 0.013
C -0.8327 -4.2079 -0.8184 0.001
C -1.1617 -4.7700 -2.0474 0.008
C -0.7088 -4.1342 -3.1971 0.001
C 0.0428 -2.9715 -3.1306 0.004
H 3.7446 -1.7602 -4.6592 0.000
H 2.6827 -2.9473 -3.9055 0.000
H 4.0430 -2.2973 -3.0039 0.000
H 4.2794 0.7017 -2.8700 0.002
H 3.5400 0.4803 -1.2779 0.008
H 2.8882 1.6766 -2.4031 0.000
H 1.8991 0.4394 -5.3001 0.000
H 0.6423 0.9862 -4.1820 0.000
H 0.5179 -0.6000 -4.9541 0.000
H 0.1829 -2.6682 0.2321 0.004
H -1.1470 -4.6848 0.1042 0.000
H -1.7257 -5.6921 -2.1098 0.001
H -0.9306 -4.5665 -4.1670 0.000
H 0.3678 -2.5020 -4.0510 0.000